--- P ---
15
Properties=species:S:1:pos:R:3:nbo_charge:R:1 method="wB97M-V/def2-TZVPD" homo_ev=-9.21 spin_multiplicity=1 smiles="CC(=O)C#N.CN"
C 1.203 2.096 -0.779 -0.410
N -0.064 1.523 -0.365 -0.829
C -0.112 -0.474 0.903 0.192
N 0.578 -0.269 1.815 -0.327
C -1.087 -1.116 -0.020 0.517
O -1.939 -0.517 -0.626 -0.478
C -0.918 -2.604 0.003 -0.701
H 1.331 1.964 -1.857 0.193
H 2.015 1.559 -0.275 0.196
H 1.300 3.164 -0.542 0.173
H -0.853 1.801 -0.934 0.374
H -0.253 1.761 0.602 0.367
H -1.144 -2.939 1.021 0.250
H -1.590 -3.074 -0.714 0.240
H 0.127 -2.861 -0.198 0.243

***

--- Q ---
15
Properties=species:S:1:pos:R:3:nbo_charge:R:1 method="wB97M-V/def2-TZVPD" homo_ev=-7.66 spin_multiplicity=1
C -0.962 -1.927 0.063 -0.457
N -0.634 -1.004 1.107 -0.431
N 1.973 1.252 -0.277 -0.801
C -0.962 1.089 -0.140 0.383
C 0.199 -0.009 0.846 -0.002
C 0.852 0.459 -0.374 -0.072
O -1.689 0.741 -1.031 -0.540
H 2.160 1.706 0.606 0.381
H 2.211 1.819 -1.077 0.386
H -1.159 1.956 0.510 0.146
H 0.509 0.556 1.727 0.192
H 0.732 -0.100 -1.295 0.225
H -1.265 -2.871 0.520 0.206
H -0.146 -2.107 -0.659 0.168
H -1.818 -1.559 -0.526 0.217

***

Quick one: most stable of them? P

***

--- P ---
15
Properties=species:S:1:pos:R:3:nbo_charge:R:1 method="wB97M-V/def2-TZVPD" homo_ev=-9.53 spin_multiplicity=1
C 0.159 0.918 0.436 -0.072
C 0.217 -0.796 -0.492 0.047
C -0.621 1.837 -0.465 -0.637
C -0.422 -1.901 0.466 -0.654
N 1.538 1.007 0.491 -0.216
N 2.233 0.147 0.034 0.188
O 1.580 -0.908 -0.560 -0.389
H -0.405 0.706 1.447 0.215
H -0.047 -0.663 -1.556 0.187
H -0.067 1.899 -1.359 0.224
H -0.860 2.748 0.049 0.222
H -1.739 1.498 -0.486 0.226
H -1.014 -1.310 1.189 0.210
H 0.405 -2.533 0.803 0.234
H -0.956 -2.647 0.001 0.215

***

--- Q ---
15
Properties=species:S:1:pos:R:3:nbo_charge:R:1 method="wB97M-V/def2-TZVPD" homo_ev=-10.17 spin_multiplicity=1 smiles=CN[C@H](C#N)CO
C 1.811 -0.888 0.021 -0.422
N 0.708 -0.065 0.520 -0.616
C -0.499 -0.122 -0.290 -0.181
C -1.560 0.770 0.367 -0.047
O -1.898 0.273 1.632 -0.703
C -0.282 0.271 -1.712 0.252
N -0.051 0.577 -2.805 -0.316
H 2.757 -0.492 0.407 0.210
H 1.705 -1.922 0.371 0.198
H 1.859 -0.887 -1.082 0.188
H 1.009 0.904 0.581 0.362
H -0.875 -1.153 -0.283 0.238
H -2.466 0.796 -0.243 0.197
H -1.160 1.797 0.420 0.159
H -1.058 0.140 2.097 0.479

***

Quick one: most stable of them? Q

***

--- P ---
7
Properties=species:S:1:pos:R:3:nbo_charge:R:1 method="wB97M-V/def2-TZVPD" homo_ev=-9.89 spin_multiplicity=1 smiles=Cl[Si@H]1CO1
C -0.848 -0.046 0.569 -0.480
O -0.048 1.139 0.129 -0.865
Si 0.657 -0.203 -0.505 1.439
Cl 2.469 -0.542 0.153 -0.340
H -1.800 -0.071 -0.022 0.193
H -1.114 -0.155 1.661 0.223
H 0.683 -0.122 -1.985 -0.170

***

--- Q ---
7
Properties=species:S:1:pos:R:3:nbo_charge:R:1 method="wB97M-V/def2-TZVPD" homo_ev=-10.84 spin_multiplicity=1
C 2.016 1.102 0.212 0.496
O 2.658 0.211 -0.030 -0.500
Si -0.940 -0.307 -0.029 0.814
Cl 0.329 -1.882 0.161 -0.335
H -1.849 0.109 0.980 -0.164
H -1.675 -0.420 -1.250 -0.168
H -0.538 1.186 -0.043 -0.143

***

Quick one: most stable of them? P

***

--- P ---
136
Properties=species:S:1:pos:R:3:lowdin_charge:R:1 method="wB97M-V/def2-TZVPD" homo_ev=-8.42 spin_multiplicity=1 smiles=COC[C@H](C)N.COC[C@H](C)N.COC[C@H](C)N.COC[C@H](C)N.COC[C@H](C)N.COC[C@H](C)N.COC[C@H](C)N.COC[C@H](C)N
C 32.631 23.192 -2.988 -0.059
C 33.936 22.545 -3.433 -0.393
C 35.119 23.467 -3.567 -0.204
O 36.127 22.788 -4.328 -0.206
C 37.025 23.629 -4.998 -0.122
N 34.193 21.377 -2.555 0.039
H 32.609 24.203 -3.421 0.066
H 32.499 23.462 -1.940 0.055
H 31.779 22.654 -3.391 0.064
H 33.783 22.042 -4.391 0.143
H 35.588 23.758 -2.622 0.112
H 34.885 24.388 -4.108 0.110
H 37.440 24.373 -4.305 0.086
H 36.460 24.201 -5.748 0.087
H 37.811 23.069 -5.496 0.086
H 34.863 20.785 -3.035 0.083
H 34.589 21.692 -1.674 0.069
C 32.728 26.886 -0.434 -0.056
C 34.138 26.338 -0.621 -0.406
C 34.354 25.008 0.118 -0.198
O 35.749 24.819 0.276 -0.188
C 36.051 23.623 0.934 -0.125
N 34.397 26.125 -2.066 0.049
H 32.513 27.653 -1.183 0.083
H 32.570 27.292 0.565 0.072
H 31.930 26.166 -0.639 0.063
H 34.889 27.046 -0.255 0.138
H 34.000 24.113 -0.405 0.106
H 33.816 25.124 1.068 0.128
H 35.872 23.715 2.010 0.091
H 37.121 23.397 0.871 0.088
H 35.612 22.726 0.484 0.080
H 35.403 25.954 -2.034 0.069
H 34.297 27.042 -2.498 0.077
C 26.134 27.932 -0.020 -0.057
C 27.575 28.072 -0.474 -0.394
C 28.157 26.772 -1.072 -0.226
O 29.432 26.925 -1.628 -0.193
C 29.833 25.772 -2.333 -0.110
N 27.565 29.033 -1.609 0.060
H 26.097 27.535 1.004 0.078
H 25.571 27.277 -0.682 0.057
H 25.617 28.875 0.160 0.070
H 28.273 28.365 0.315 0.114
H 27.456 26.409 -1.834 0.104
H 28.172 26.040 -0.251 0.134
H 30.820 25.920 -2.766 0.081
H 29.155 25.560 -3.168 0.085
H 29.839 24.915 -1.653 0.091
H 27.854 29.948 -1.271 0.033
H 28.236 28.748 -2.313 0.059
C 26.907 32.502 0.912 -0.040
C 27.459 33.177 -0.358 -0.402
C 28.273 34.465 -0.086 -0.205
O 27.452 35.478 0.473 -0.193
C 28.134 36.709 0.585 -0.112
N 28.312 32.180 -0.972 0.035
H 27.669 32.554 1.694 0.069
H 26.590 31.465 0.855 0.064
H 26.057 33.129 1.197 0.078
H 26.678 33.484 -1.055 0.135
H 28.702 34.878 -1.006 0.124
H 29.089 34.253 0.616 0.103
H 28.321 37.106 -0.419 0.087
H 29.082 36.526 1.104 0.083
H 27.581 37.460 1.142 0.086
H 28.686 32.487 -1.869 0.086
H 29.149 31.870 -0.483 0.053
C 32.149 33.782 2.790 -0.073
C 32.033 32.307 2.451 -0.465
C 30.999 32.118 1.350 -0.241
O 30.757 30.885 0.736 -0.192
C 30.557 29.733 1.556 -0.077
N 33.348 31.809 2.082 0.054
H 31.183 34.283 2.934 0.076
H 32.419 34.359 1.896 0.086
H 32.757 33.950 3.673 0.081
H 31.658 31.843 3.378 0.133
H 31.338 32.733 0.509 0.135
H 30.096 32.592 1.761 0.104
H 30.536 28.849 0.931 0.074
H 29.666 29.923 2.161 0.093
H 31.335 29.612 2.319 0.077
H 33.362 30.800 2.118 0.063
H 34.113 32.221 2.591 0.068
C 23.863 32.227 -5.503 -0.066
C 25.234 32.271 -4.795 -0.401
C 25.712 30.915 -4.287 -0.233
O 25.392 29.881 -5.184 -0.171
C 25.896 28.649 -4.751 -0.128
N 26.174 32.760 -5.822 0.017
H 23.142 31.861 -4.757 0.077
H 23.867 31.441 -6.254 0.072
H 23.602 33.235 -5.807 0.071
H 25.290 32.960 -3.952 0.131
H 25.337 30.695 -3.280 0.122
H 26.794 31.050 -4.165 0.115
H 25.432 28.153 -3.887 0.070
H 26.953 28.739 -4.489 0.076
H 25.749 27.882 -5.513 0.086
H 26.230 33.764 -5.887 0.059
H 26.037 32.396 -6.752 0.066
C 31.042 21.272 0.066 -0.052
C 30.606 20.290 -1.006 -0.449
C 29.419 20.761 -1.851 -0.207
O 29.646 21.994 -2.502 -0.218
C 28.712 22.301 -3.510 -0.107
N 31.713 19.760 -1.776 0.042
H 30.236 21.383 0.791 0.078
H 31.309 22.243 -0.349 0.057
H 31.895 20.811 0.566 0.079
H 30.191 19.410 -0.496 0.125
H 28.484 20.879 -1.284 0.125
H 29.214 19.955 -2.571 0.120
H 27.724 22.356 -3.026 0.082
H 28.565 21.584 -4.323 0.090
H 29.006 23.295 -3.838 0.073
H 31.480 19.491 -2.724 0.067
H 32.525 20.378 -1.876 0.020
C 21.583 26.532 -0.454 -0.069
C 22.136 26.269 -1.874 -0.411
C 22.685 24.875 -2.038 -0.197
O 23.931 24.782 -1.319 -0.210
C 25.087 24.873 -2.152 -0.108
N 20.956 26.369 -2.780 0.016
H 20.598 26.094 -0.303 0.073
H 21.578 27.590 -0.195 0.073
H 22.252 26.039 0.265 0.073
H 22.889 27.035 -2.064 0.132
H 22.856 24.700 -3.102 0.123
H 22.063 24.118 -1.559 0.132
H 25.848 24.717 -1.389 0.085
H 25.131 25.859 -2.622 0.072
H 25.112 24.079 -2.902 0.086
H 20.306 27.063 -2.433 0.059
H 20.416 25.511 -2.712 0.063

***

--- Q ---
136
Properties=species:S:1:pos:R:3:lowdin_charge:R:1 method="wB97M-V/def2-TZVPD" homo_ev=-7.32 spin_multiplicity=1
C 0.823 -2.540 -4.842 -0.052
C 0.216 -1.320 -4.120 -0.284
C -1.282 -1.363 -3.587 -0.158
O -2.232 -1.618 -4.718 -0.195
C -3.397 -0.777 -4.711 -0.109
N 1.161 -0.946 -3.069 -0.157
H 0.180 -2.814 -5.678 0.069
H 0.864 -3.403 -4.177 0.064
H 1.760 -2.334 -5.359 0.075
H 0.317 -0.462 -4.785 0.138
H -1.519 -0.426 -3.083 0.036
H -1.415 -2.159 -2.854 0.024
H -3.167 0.289 -4.706 0.079
H -3.976 -1.039 -3.827 0.076
H -3.963 -0.960 -5.625 0.081
H 1.114 -1.494 -2.221 0.010
H 2.128 -1.197 -3.214 0.089
C -3.158 -4.701 1.874 -0.071
C -3.792 -4.375 0.582 -0.436
C -4.179 -2.914 0.473 -0.146
O -3.049 -1.985 0.680 -0.188
C -3.278 -0.618 0.552 -0.124
N -2.824 -4.588 -0.479 0.025
H -2.798 -5.720 2.013 0.084
H -3.897 -4.519 2.655 0.079
H -2.318 -4.052 2.124 0.079
H -4.689 -4.973 0.425 0.145
H -4.873 -2.702 1.287 0.121
H -4.670 -2.784 -0.491 0.126
H -2.358 -0.125 0.866 0.070
H -4.039 -0.298 1.264 0.071
H -3.522 -0.409 -0.490 0.109
H -3.226 -4.860 -1.364 0.093
H -2.367 -3.689 -0.526 0.007
C -0.860 -3.172 -1.653 -0.048
C 0.260 -2.700 -0.661 -0.240
C 1.543 -3.537 -0.793 -0.151
O 1.332 -4.921 -0.442 -0.195
C 2.511 -5.758 -0.436 -0.081
N 0.531 -1.313 -0.874 -0.182
H -1.314 -4.129 -1.397 0.064
H -0.657 -3.240 -2.721 0.083
H -1.631 -2.416 -1.506 0.072
H -0.164 -2.848 0.332 0.147
H 2.448 -3.145 -0.328 0.100
H 1.820 -3.712 -1.832 0.117
H 2.892 -5.777 -1.457 0.079
H 2.284 -6.793 -0.183 0.086
H 3.244 -5.334 0.251 0.081
H -0.189 -0.758 -0.434 0.062
H 1.357 -1.200 -0.305 0.053
C 1.944 -2.330 2.709 -0.048
C 1.982 -0.882 2.605 -0.385
C 3.237 -0.257 3.148 -0.250
O 4.252 -0.835 2.428 -0.183
C 5.580 -0.190 2.530 -0.059
N 1.807 -0.689 1.185 -0.037
H 2.337 -2.553 3.701 0.088
H 2.589 -2.823 1.982 0.085
H 0.937 -2.748 2.736 0.088
H 1.178 -0.355 3.118 0.154
H 3.271 -0.191 4.235 0.133
H 3.268 0.782 2.819 0.043
H 5.556 0.843 2.184 0.077
H 6.420 -0.565 1.946 0.088
H 5.902 -0.059 3.563 0.097
H 2.736 -1.024 0.972 0.096
H 1.805 0.299 0.977 0.016
C -0.909 0.326 -1.722 -0.069
C -0.408 1.103 -0.465 -0.226
C -1.493 1.797 0.421 -0.136
O -1.808 3.043 -0.255 -0.173
C -3.179 3.147 -0.477 -0.124
N 0.470 0.264 0.379 -0.102
H -0.119 -0.270 -2.178 0.050
H -1.397 0.939 -2.480 0.118
H -1.577 -0.489 -1.440 0.072
H 0.335 1.759 -0.918 0.143
H -1.153 2.036 1.429 0.121
H -2.387 1.186 0.544 0.047
H -3.224 4.086 -1.029 0.102
H -3.691 3.349 0.464 0.066
H -3.598 2.356 -1.099 0.093
H 0.966 0.827 1.055 0.048
H 1.180 -0.072 -0.257 0.026
C 5.415 -1.284 -0.191 -0.039
C 5.348 -0.061 -1.162 -0.386
C 4.352 1.024 -0.790 -0.109
O 2.909 0.757 -0.836 -0.205
C 2.352 -0.125 -1.827 -0.156
N 6.752 0.377 -1.227 0.032
H 6.272 -1.954 -0.266 0.089
H 4.561 -1.949 -0.317 0.062
H 5.292 -0.943 0.838 0.011
H 5.123 -0.452 -2.153 0.123
H 4.459 1.900 -1.430 0.128
H 4.583 1.274 0.245 0.057
H 2.287 0.335 -2.813 0.135
H 1.342 -0.401 -1.526 -0.002
H 3.004 -0.995 -1.907 0.119
H 6.690 1.037 -1.989 0.063
H 7.276 -0.277 -1.791 0.072
C -7.197 5.612 2.320 -0.047
C -6.528 4.371 3.075 -0.389
C -5.511 3.525 2.303 -0.203
O -6.094 2.777 1.227 -0.178
C -5.522 1.522 0.831 -0.103
N -5.896 5.097 4.202 0.009
H -7.794 6.161 3.049 0.059
H -7.895 5.249 1.566 0.067
H -6.502 6.350 1.920 0.076
H -7.222 3.613 3.439 0.128
H -5.044 2.835 3.005 0.123
H -4.772 4.260 1.984 0.111
H -5.322 0.865 1.678 0.075
H -4.642 1.668 0.205 0.021
H -6.274 1.074 0.182 0.102
H -6.564 5.686 4.679 0.058
H -5.765 4.443 4.959 0.062
C 1.409 2.947 1.571 -0.037
C 2.674 2.571 0.921 -0.433
C 3.338 3.808 0.276 -0.144
O 3.725 4.664 1.382 -0.175
C 3.688 5.995 0.937 -0.121
N 3.523 1.707 1.655 0.021
H 1.500 3.703 2.350 0.095
H 1.045 2.083 2.128 0.079
H 0.681 3.363 0.875 0.093
H 2.404 1.988 0.040 0.095
H 2.530 4.285 -0.278 0.124
H 4.035 3.455 -0.484 0.107
H 4.316 6.068 0.049 0.089
H 3.949 6.703 1.723 0.089
H 2.661 6.232 0.660 0.084
H 3.926 2.238 2.414 0.124
H 4.335 1.639 1.058 0.007

***

--- R ---
136
Properties=species:S:1:pos:R:3:lowdin_charge:R:1 method="wB97M-V/def2-TZVPD" homo_ev=-8.78 spin_multiplicity=1 smiles=COC[C@H](C)N.COC[C@H](C)N.COC[C@H](C)N.COC[C@H](C)N.COC[C@H](C)N.COC[C@H](C)N.COC[C@H](C)N.COC[C@H](C)N
C 1.936 -4.822 3.032 -0.046
C 1.015 -3.602 2.883 -0.429
C 1.845 -2.324 2.794 -0.207
O 2.745 -2.202 3.886 -0.188
C 2.085 -1.993 5.124 -0.106
N 0.112 -3.797 1.747 0.065
H 1.397 -5.761 2.917 0.077
H 2.522 -4.811 3.951 0.075
H 2.652 -4.773 2.202 0.070
H 0.404 -3.492 3.782 0.123
H 1.167 -1.461 2.766 0.110
H 2.492 -2.290 1.914 0.118
H 1.386 -1.151 5.045 0.090
H 2.832 -1.647 5.834 0.089
H 1.545 -2.873 5.465 0.080
H -0.643 -4.410 2.052 0.028
H 0.570 -4.330 1.013 0.047
C -2.160 -0.171 1.734 -0.052
C -0.909 0.431 1.093 -0.402
C -0.309 -0.386 -0.053 -0.190
O 0.737 0.340 -0.691 -0.202
C 1.925 0.360 0.073 -0.098
N -1.329 1.789 0.658 0.058
H -2.334 0.433 2.625 0.077
H -2.016 -1.213 2.042 0.055
H -3.082 -0.129 1.153 0.060
H -0.154 0.592 1.868 0.120
H -1.064 -0.571 -0.815 0.116
H 0.035 -1.332 0.384 0.103
H 1.836 0.580 1.139 0.076
H 2.576 1.082 -0.419 0.083
H 2.393 -0.632 0.005 0.076
H -0.496 2.367 0.546 0.055
H -1.668 1.635 -0.295 0.036
C 5.531 0.231 -1.604 -0.076
C 6.962 0.622 -1.932 -0.420
C 7.769 -0.541 -2.479 -0.233
O 9.038 -0.090 -2.905 -0.187
C 9.708 -1.045 -3.683 -0.123
N 6.916 1.705 -2.965 0.034
H 4.962 1.095 -1.271 0.069
H 5.595 -0.552 -0.843 0.080
H 5.001 -0.192 -2.462 0.070
H 7.429 1.090 -1.064 0.140
H 7.219 -1.084 -3.261 0.125
H 7.905 -1.355 -1.747 0.129
H 10.589 -0.576 -4.126 0.087
H 9.157 -1.477 -4.523 0.088
H 10.097 -1.843 -3.039 0.089
H 6.508 1.294 -3.801 0.067
H 7.893 1.897 -3.174 0.060
C -3.625 -3.776 1.581 -0.068
C -3.250 -4.141 3.009 -0.426
C -4.487 -4.411 3.881 -0.232
O -4.107 -4.699 5.205 -0.178
C -5.234 -4.750 6.046 -0.119
N -2.406 -5.350 2.963 0.032
H -4.004 -4.642 1.032 0.080
H -2.719 -3.432 1.080 0.059
H -4.369 -2.988 1.453 0.079
H -2.685 -3.332 3.478 0.134
H -5.026 -5.269 3.452 0.129
H -5.181 -3.568 3.766 0.127
H -5.920 -5.566 5.798 0.089
H -5.811 -3.816 6.011 0.088
H -4.887 -4.821 7.077 0.088
H -2.132 -5.565 3.922 0.078
H -3.049 -6.114 2.757 0.079
C -1.681 3.570 -2.126 -0.061
C -2.157 2.534 -3.145 -0.410
C -1.522 2.688 -4.518 -0.231
O -0.137 2.471 -4.505 -0.186
C 0.378 2.134 -5.774 -0.111
N -1.875 1.212 -2.599 0.059
H -2.320 3.465 -1.249 0.046
H -1.855 4.592 -2.477 0.086
H -0.624 3.480 -1.881 0.086
H -3.229 2.685 -3.281 0.108
H -1.753 3.651 -5.010 0.129
H -2.015 1.996 -5.225 0.120
H 0.251 2.954 -6.485 0.088
H -0.110 1.252 -6.200 0.085
H 1.427 1.906 -5.611 0.088
H -2.184 0.478 -3.238 0.084
H -0.871 1.024 -2.597 0.059
C -4.966 2.493 1.922 -0.065
C -5.787 2.222 0.659 -0.407
C -5.263 3.049 -0.528 -0.213
O -6.207 2.993 -1.583 -0.183
C -5.907 3.887 -2.633 -0.108
N -5.691 0.784 0.331 0.031
H -5.234 3.436 2.397 0.074
H -3.891 2.547 1.743 0.045
H -5.191 1.626 2.542 0.071
H -6.852 2.422 0.775 0.137
H -4.290 2.648 -0.849 0.105
H -5.048 4.093 -0.263 0.125
H -5.036 3.584 -3.220 0.064
H -5.832 4.924 -2.302 0.090
H -6.770 3.796 -3.295 0.089
H -6.390 0.517 -0.357 0.066
H -4.824 0.663 -0.191 0.056
C -1.369 7.022 0.974 -0.084
C -0.939 5.560 1.019 -0.438
C 0.411 5.418 1.729 -0.206
O 0.920 4.120 1.464 -0.203
C 2.282 4.011 1.821 -0.107
N -2.056 4.758 1.551 0.059
H -1.543 7.451 1.972 0.076
H -2.322 7.246 0.494 0.072
H -0.603 7.664 0.525 0.073
H -0.731 5.329 -0.030 0.122
H 0.361 5.651 2.798 0.133
H 1.082 6.119 1.210 0.125
H 2.525 2.952 1.778 0.074
H 2.560 4.488 2.763 0.088
H 2.912 4.491 1.059 0.090
H -1.914 4.773 2.565 0.079
H -1.780 3.790 1.344 0.020
C 3.494 -4.271 -1.218 -0.058
C 2.136 -3.664 -1.512 -0.449
C 2.199 -2.623 -2.620 -0.216
O 0.958 -1.969 -2.805 -0.188
C 1.080 -0.938 -3.760 -0.114
N 1.165 -4.691 -1.877 0.057
H 4.267 -3.501 -1.247 0.071
H 3.771 -5.095 -1.879 0.080
H 3.467 -4.756 -0.239 0.063
H 1.856 -3.086 -0.617 0.113
H 2.404 -3.115 -3.583 0.134
H 3.013 -1.922 -2.392 0.113
H 1.602 -0.089 -3.312 0.090
H 0.083 -0.683 -4.114 0.080
H 1.650 -1.242 -4.649 0.089
H 0.419 -4.312 -2.454 0.071
H 0.663 -5.040 -1.066 0.059

***

Quick one: most stable of them? R